Run 1
Entry from OMol25: a gas-phase ion, C3H7N4 (charge +1) (ωB97M-V with the def2-TZVPD basis set).

Computed properties:
- 2S+1: 1
- Charge: +1
- SMILES string: C/C=N\C=N/N=[NH2+]

Each line ends with the natural charge from an NBO analysis.
Cartesian coordinates (Å):
C: 1.56741 -0.19507 0.51290  0.263
C: -0.15338 -1.62922 -0.22831  0.291
C: 1.55290 0.81105 -0.57117  -0.718
N: 0.87309 -1.25289 0.52527  -0.425
N: -1.10980 -0.83167 -0.51793  -0.161
N: -2.33767 0.66630 0.58375  -0.486
N: -1.67714 0.24000 -0.42845  0.167
H: 2.22612 -0.05240 1.36378  0.218
H: -0.20087 -2.64829 -0.59074  0.249
H: 0.70132 1.48058 -0.42944  0.250
H: 2.45533 1.41764 -0.56263  0.264
H: -2.43511 0.16569 1.46897  0.406
H: -2.90337 1.49178 0.41886  0.432
H: 1.44118 0.33652 -1.54486  0.251



Run 2
Entry from OMol25: a gas-phase ion, C3H7N4 (charge +1) (ωB97M-V with the def2-TZVPD basis set).

Computed properties:
- 2S+1: 1
- Charge: +1
- SMILES string: C=[NH+]/N=C\N=C/N

Each line ends with the natural charge from an NBO analysis.
Cartesian coordinates (Å):
C: 1.83929 0.19473 0.37799  0.350
C: 0.82505 -1.92913 -0.19772  0.313
C: -2.22424 -0.24127 0.08249  0.038
N: 1.71167 -1.04448 0.20808  -0.519
N: -0.47108 -1.75272 -0.21220  -0.364
N: 1.14942 1.09644 -0.35733  -0.793
N: -1.03488 -0.64660 0.34607  -0.245
H: 2.60446 0.63635 1.04342  0.223
H: 1.17132 -2.89979 -0.59356  0.244
H: -2.76685 -0.90776 -0.61560  0.257
H: -2.58197 0.73730 0.60787  0.259
H: 1.48506 2.08654 -0.43018  0.429
H: 0.76696 0.78874 -1.18798  0.397
H: -0.38029 -0.12169 0.81788  0.410



Run 3
Entry from OMol25: a gas-phase ion, C3H7N4 (charge +1) (ωB97M-V with the def2-TZVPD basis set).

Computed properties:
- 2S+1: 1
- Charge: +1

Each line ends with the natural charge from an NBO analysis.
Cartesian coordinates (Å):
C: -1.01894 0.58217 0.30220  -0.250
C: -1.04728 1.54436 1.24004  -0.013
C: 0.08416 -0.31485 0.33851  0.230
N: -0.04010 1.38891 2.11114  -0.130
N: 0.77000 0.50390 2.03309  -0.009
N: -0.09246 -1.73562 0.46672  -0.858
N: 1.21487 -0.03510 -0.60489  -0.724
H: -1.75357 0.29819 -0.41985  0.257
H: -1.78539 2.36152 1.39981  0.269
H: -1.09925 -2.02774 0.64748  0.408
H: 0.31286 -2.15519 1.34555  0.415
H: 1.89394 -0.88151 -0.56545  0.481
H: 1.51921 0.86676 -0.24350  0.469
H: 0.77568 -0.13615 -1.57083  0.456



Run 4
Entry from OMol25: 2 unconnected molecules or ions with the total composition C3H7N4 (ωB97M-V with the def2-TZVPD basis set).

Computed properties:
- 2S+1: 1
- Charge: +1

Each line ends with the natural charge from an NBO analysis.
Cartesian coordinates (Å):
C: -0.13438 3.50407 0.61478  0.311
C: -0.47323 2.27157 0.72173  0.255
C: 0.26747 -3.30416 -0.75098  -0.492
N: 0.19458 4.59912 0.29005  -0.408
N: -0.56868 1.12033 1.17151  -0.554
N: 0.48122 -0.89810 -0.70928  -0.369
N: 0.03592 -1.90624 -0.18433  -0.081
H: -0.76985 -3.65776 -0.89562  0.238
H: 0.71317 -3.26107 -1.69650  0.193
H: 0.78838 -4.01738 -0.00146  0.253
H: -0.02017 0.38071 0.65727  0.464
H: 1.08670 -1.11924 -1.57532  0.307
H: -1.35959 0.77737 1.77679  0.441
H: -0.24156 5.51078 0.58133  0.442



Of them, run 4 has the lowest stability.



Run 1
Entry from OMol25: a gas-phase ion, C3H7N4 (charge +1) (ωB97M-V with the def2-TZVPD basis set).

Computed properties:
- 2S+1: 1
- Charge: +1

Each line ends with the natural charge from an NBO analysis.
Cartesian coordinates (Å):
C: 1.11107 -0.90083 -0.00824  0.070
C: -2.25600 0.64923 -0.15504  0.275
C: 0.46075 0.57222 -0.06698  0.519
N: -0.87520 0.90044 0.07629  -0.616
N: 0.51308 -1.99100 -0.19864  -0.498
N: -2.75511 -0.49970 0.25640  -0.702
N: 1.35084 1.62210 0.02002  -0.732
H: 2.12122 -0.77456 0.29021  0.182
H: -0.92317 1.96773 -0.01534  0.431
H: 1.19440 -2.77452 -0.24839  0.389
H: -3.70701 -0.63220 0.01778  0.417
H: -2.43715 -1.19696 0.83491  0.398
H: 1.14222 2.46475 0.44776  0.424
H: 2.37509 1.45238 -0.23286  0.443



Run 2
Entry from OMol25: a gas-phase ion, C3H7N4 (charge +1) (ωB97M-V with the def2-TZVPD basis set).

Computed properties:
- 2S+1: 1
- Charge: +1

Each line ends with the natural charge from an NBO analysis.
Cartesian coordinates (Å):
C: 0.20840 1.85565 -0.12536  -0.120
C: 1.26567 0.08663 0.09725  0.422
C: -0.94520 -0.23500 0.06091  0.583
N: 0.29138 -0.85483 0.01081  -0.585
N: -0.94197 1.09430 -0.04020  -0.548
N: 2.48374 -0.25550 -0.17582  -0.730
N: -2.15500 -0.87487 0.02084  -0.790
H: 0.45168 2.65423 0.61558  0.213
H: 0.24867 -1.83438 0.25888  0.443
H: -1.80208 1.56991 0.26355  0.445
H: 3.24946 0.31547 0.10009  0.432
H: 2.73342 -1.26695 -0.31862  0.408
H: -2.19957 -1.84918 -0.30042  0.414
H: -2.88861 -0.40547 -0.46748  0.415



Run 3
Entry from OMol25: a gas-phase ion, C3H7N4 (charge +1) (ωB97M-V with the def2-TZVPD basis set).

Computed properties:
- 2S+1: 1
- Charge: +1

Each line ends with the natural charge from an NBO analysis.
Cartesian coordinates (Å):
C: -0.86718 -1.41320 -0.04833  0.416
C: 0.74429 -0.06774 0.88386  -0.028
C: 0.82753 1.38787 1.22567  -0.631
N: 1.71894 -0.75235 1.32420  0.071
N: 2.68761 -1.28027 1.57468  0.125
N: -0.34321 -1.12982 -1.16541  -0.692
N: -0.46910 -0.75704 1.04531  -0.521
H: -1.73331 -2.07519 0.06693  0.243
H: 0.35234 -0.40641 -1.17779  0.421
H: 1.31214 1.83398 0.39382  0.234
H: 1.50114 1.63331 2.04902  0.243
H: -0.15907 1.75986 1.26763  0.238
H: -0.27777 -1.43978 -2.07696  0.448
H: -1.11114 -0.80199 1.81233  0.432



Run 4
Entry from OMol25: a gas-phase ion, C3H7N4 (charge +1) (ωB97M-V with the def2-TZVPD basis set).

Computed properties:
- 2S+1: 1
- Charge: +1
- SMILES string: N[N@H+]1C=CN=CN1

Each line ends with the natural charge from an NBO analysis.
Cartesian coordinates (Å):
C: -0.01836 -0.52638 1.72657  0.074
C: 0.80236 -0.67870 0.64182  -0.167
C: -1.72882 0.08567 0.35800  0.293
N: -1.37455 -0.07915 1.63013  -0.409
N: -1.03180 -0.24417 -0.75572  -0.386
N: 1.00741 1.22017 -1.11082  -0.747
N: 0.39160 -0.36239 -0.60920  -0.070
H: 0.32252 -0.70731 2.73655  0.251
H: 1.79547 -1.07816 0.74967  0.260
H: -2.75558 0.39618 0.20520  0.242
H: -1.08310 -0.11876 -1.81096  0.462
H: 1.50237 1.81743 -0.46237  0.400
H: 1.42457 1.19296 -2.00964  0.372
H: 0.74590 -0.91739 -1.28923  0.425



Of them, run 4 has the lowest stability.



Run 1
Entry from OMol25: a single C20H22N2O2 molecule (ωB97M-V with the def2-TZVPD basis set).

Computed properties:
- 2S+1: 1
- Charge: 0
- SMILES string: COc1ccc(Cn2nc(C)cc2C[C@@H](O)c2ccccc2)cc1

Each line ends with the natural charge from an NBO analysis.
Cartesian coordinates (Å):
N: 0.56325 -2.70958 -1.58773  -0.271
O: -4.13134 2.75940 -2.76566  -0.542
O: -0.49689 1.08036 2.69025  -0.712
C: 1.72354 -2.73879 -1.00388  0.160
C: 1.64964 -2.11777 0.35246  -0.338
C: 0.36343 -1.76864 0.50529  0.144
C: 4.42948 0.76086 2.81740  -0.213
C: 4.10316 0.96064 1.46427  -0.227
C: 3.43817 0.37354 3.71146  -0.223
C: -2.49311 1.02313 -3.11018  -0.237
C: -3.89998 1.17211 -0.96833  -0.252
C: -1.94167 -0.21820 -2.58590  -0.188
C: -3.21008 0.01293 -0.46230  -0.180
C: 2.75200 1.00029 1.18088  -0.193
C: 2.09686 0.24610 3.36369  -0.209
C: -3.48535 1.67164 -2.27741  0.293
C: -2.28788 -0.62091 -1.31025  -0.066
C: 1.70694 0.70881 2.14702  -0.062
N: -0.30982 -2.09534 -0.69426  -0.199
C: -3.72984 4.07772 -2.29362  -0.242
C: 2.94985 -3.18481 -1.64203  -0.646
C: -1.74584 -1.95839 -0.94990  -0.242
C: -0.19604 -1.03881 1.65932  -0.445
C: 0.28145 0.41599 1.71074  0.087
H: -0.29155 2.00577 2.45178  0.471
H: 2.53007 -1.88195 1.03892  0.238
H: 5.48276 0.95144 3.11938  0.221
H: 4.82198 1.25034 0.63167  0.226
H: 3.58338 -0.05055 4.74622  0.220
H: -2.25819 1.50776 -4.06167  0.229
H: -4.44862 1.72843 -0.26315  0.217
H: -1.25728 -0.80584 -3.13245  0.225
H: -3.45304 -0.41101 0.42433  0.204
H: 2.47831 1.30227 0.15476  0.209
H: 1.25901 0.03575 4.04358  0.230
H: -2.66667 4.13535 -2.42010  0.178
H: -4.36394 4.79175 -2.87426  0.207
H: -3.87539 4.12299 -1.22567  0.173
H: 2.64111 -3.69664 -2.55353  0.229
H: 3.43237 -3.85759 -0.92333  0.222
H: 3.58511 -2.38364 -1.98052  0.223
H: -2.01018 -2.53210 -1.83763  0.235
H: -2.17871 -2.47758 -0.16092  0.209
H: -1.26602 -0.81756 1.52915  0.232
H: 0.02031 -1.53683 2.59852  0.232
H: 0.10526 0.80716 0.74363  0.173



Run 2
Entry from OMol25: a single C20H22N2O2 molecule (ωB97M-V with the def2-TZVPD basis set).

Computed properties:
- 2S+1: 1
- Charge: 0
- SMILES string: OCCN(CC#CCn1c2ccccc2c2ccccc21)CCO

Each line ends with the natural charge from an NBO analysis.
Cartesian coordinates (Å):
O: -2.18946 -2.80673 1.85976  -0.716
C: -1.17686 -1.90463 1.48925  -0.075
H: -0.65915 -2.36320 0.64434  0.184
C: -1.70702 -0.51837 1.11516  -0.249
N: -2.83538 -0.56406 0.19413  -0.456
C: -3.29631 0.77074 -0.16632  -0.247
H: -3.10062 1.43741 0.67617  0.208
C: -4.81046 0.73199 -0.40975  -0.064
O: -5.46910 0.11000 0.66161  -0.724
H: -4.93124 -0.66205 0.89256  0.479
H: -5.20699 1.74671 -0.48700  0.182
H: -5.03562 0.20488 -1.34987  0.146
H: -2.77466 1.17258 -1.04632  0.185
C: -2.62276 -1.42296 -0.96937  -0.306
C: -1.39446 -1.09758 -1.67688  -0.006
C: -0.35317 -0.74013 -2.15322  -0.043
C: 0.96377 -0.26454 -2.55168  -0.267
N: 1.64612 0.22404 -1.37567  -0.375
C: 2.61131 -0.43649 -0.65184  0.159
C: 3.32338 -1.58740 -0.95859  -0.251
C: 4.26824 -2.02598 -0.05111  -0.196
C: 4.50882 -1.34157 1.13792  -0.241
C: 3.80320 -0.19773 1.45241  -0.195
C: 2.84566 0.26118 0.55795  -0.027
C: 1.93971 1.37474 0.56813  -0.122
C: 1.67290 2.38859 1.47875  -0.171
C: 0.68398 3.30421 1.17863  -0.244
C: -0.03285 3.22228 -0.01326  -0.200
C: 0.21795 2.22683 -0.93797  -0.281
C: 1.20874 1.30157 -0.64046  0.237
H: -0.34807 2.17039 -1.85562  0.219
H: -0.80302 3.95146 -0.21796  0.214
H: 0.45791 4.09750 1.87553  0.214
H: 2.22688 2.45325 2.40313  0.213
H: 3.98754 0.33291 2.37442  0.213
H: 5.25730 -1.71614 1.82010  0.213
H: 4.83304 -2.92047 -0.26891  0.214
H: 3.15206 -2.13524 -1.87357  0.211
H: 1.54647 -1.07441 -2.99707  0.238
H: 0.87059 0.54516 -3.28634  0.227
H: -3.47972 -1.31470 -1.63878  0.228
H: -2.58961 -2.46084 -0.62506  0.244
H: -0.86500 0.07069 0.71776  0.197
H: -2.06579 -0.02087 2.02380  0.196
H: -0.44598 -1.77880 2.30195  0.172
H: -2.72058 -2.40362 2.55577  0.465



Of them, run 1 has the lowest stability.